(1)
Entry from the Open Molecules 2025 dataset: a cluster of 7 separate species, C49H68FN5O24S3 in total in a non-equilibrium geometry (the ωB97M-V functional and the def2-TZVPD basis).

XYZ file:
```
150
Properties=species:S:1:pos:R:3
C -2.882 0.889 -3.169
C -1.990 -0.056 -2.267
C -2.578 -1.530 -2.157
C -1.438 -2.614 -2.295
O -0.467 -2.261 -1.312
N 0.687 -3.007 -1.402
C 1.726 -2.284 -2.146
C 1.645 -2.445 -3.707
O 1.780 -3.502 -4.278
C 1.329 -1.127 -4.497
C 0.071 -0.879 -5.184
C -0.092 0.425 -5.842
C 0.960 1.421 -5.788
C 2.232 1.173 -5.109
C 2.405 -0.117 -4.459
C 1.169 -3.440 -0.059
C 1.700 -2.168 0.663
C 1.804 -2.193 2.238
C 3.124 -1.434 2.675
S 3.065 0.312 2.077
C 2.438 1.370 3.420
S 1.547 2.693 3.028
N 2.734 0.968 4.772
C 1.694 0.806 5.696
C 2.411 0.388 6.880
N 3.802 0.320 6.671
C 3.961 0.691 5.362
O 2.117 -4.462 -0.365
C 3.310 -4.407 0.327
O 3.501 -4.679 1.479
C 4.575 -4.038 -0.522
C 5.144 -2.709 -0.609
C 6.357 -2.431 -1.402
C 6.992 -3.533 -2.098
C 6.451 -4.893 -2.026
C 5.248 -5.135 -1.248
C -0.018 -4.184 0.718
N -0.740 -5.032 -0.287
C -0.423 -6.231 -0.213
O -0.046 -7.348 -0.189
N 0.584 -5.167 1.688
C 0.032 -5.131 2.796
S -0.976 -5.234 4.062
O -0.905 -3.292 1.349
C -2.266 -3.520 1.048
F -2.972 -2.620 1.868
H -3.872 1.119 -2.705
H -2.998 0.356 -4.150
H -2.278 1.821 -3.323
H -1.863 0.429 -1.272
H -0.997 -0.156 -2.768
H -3.113 -1.585 -1.180
H -3.344 -1.669 -2.965
H -1.084 -2.551 -3.348
H -1.899 -3.618 -2.136
H 2.771 -2.537 -1.852
H 1.597 -1.190 -1.900
H -0.718 -1.657 -5.179
H -1.051 0.621 -6.359
H 0.814 2.410 -6.259
H 3.036 1.934 -5.060
H 3.344 -0.339 -3.904
H 1.023 -1.302 0.433
H 2.703 -1.821 0.299
H 1.839 -3.196 2.709
H 0.938 -1.649 2.695
H 4.022 -1.937 2.247
H 3.153 -1.439 3.789
H 0.613 0.936 5.517
H 1.903 0.139 7.829
H 4.941 0.726 4.861
H 4.712 -1.848 -0.064
H 6.751 -1.393 -1.444
H 7.921 -3.338 -2.668
H 6.954 -5.733 -2.536
H 4.824 -6.155 -1.151
H -2.634 -4.531 1.361
H -2.563 -3.274 0.009
C -6.366 4.797 -4.579
O -6.852 5.112 -3.275
C -6.503 4.230 -2.334
O -5.842 3.240 -2.504
O -7.016 4.642 -1.171
C -6.719 3.788 -0.067
H -6.711 5.578 -5.254
H -5.276 4.782 -4.591
H -6.767 3.841 -4.919
H -5.643 3.732 0.098
H -7.135 2.793 -0.227
H -7.185 4.221 0.816
C -2.691 -8.013 1.092
O -3.787 -8.038 0.177
C -4.346 -9.243 0.026
O -4.006 -10.253 0.580
O -5.349 -9.126 -0.849
C -6.042 -10.346 -1.109
H -2.317 -6.993 1.137
H -3.024 -8.301 2.090
H -1.888 -8.660 0.747
H -6.500 -10.730 -0.197
H -5.369 -11.087 -1.541
H -6.829 -10.129 -1.828
C -0.246 7.628 -1.329
O 0.199 7.079 -0.088
C -0.770 6.524 0.645
O -1.933 6.456 0.346
O -0.222 6.052 1.768
C -1.157 5.425 2.645
H 0.624 8.047 -1.831
H -0.674 6.852 -1.963
H -0.968 8.428 -1.160
H -1.618 4.565 2.157
H -1.918 6.134 2.971
H -0.612 5.075 3.519
C -4.491 7.174 -1.483
O -4.400 7.420 -2.889
C -5.228 8.369 -3.333
O -6.005 8.999 -2.667
O -5.042 8.496 -4.652
C -5.868 9.484 -5.265
H -3.778 6.391 -1.237
H -4.231 8.068 -0.917
H -5.491 6.828 -1.217
H -5.662 10.471 -4.850
H -6.922 9.231 -5.147
H -5.630 9.497 -6.327
C 4.933 -1.607 8.713
O 5.368 -2.192 9.944
C 4.392 -2.756 10.656
O 3.229 -2.803 10.351
O 4.931 -3.260 11.772
C 3.993 -3.898 12.636
H 5.804 -1.182 8.221
H 4.502 -2.365 8.058
H 4.218 -0.809 8.898
H 3.524 -4.746 12.136
H 3.239 -3.188 12.978
H 4.542 -4.265 13.501
C 2.994 5.145 -0.626
O 3.855 5.597 -1.675
C 3.774 4.884 -2.800
O 3.062 3.932 -2.988
O 4.624 5.414 -3.687
C 4.644 4.747 -4.947
H 3.146 5.796 0.231
H 1.950 5.212 -0.930
H 3.245 4.124 -0.335
H 3.665 4.797 -5.425
H 4.962 3.711 -4.830
H 5.366 5.262 -5.578
```

The strongest force on any atom is 3.99 eV/Å. Its total energy is -5281.70699 a.u. For the frontier orbital gap, the calculation gives 8.1 eV. The HOMO energy is -9.19 eV. The SMILES is CCCCON(CC(=O)c1ccccc1)[C@](CCCSC(=S)n1ccnc1)(OC(=O)c1ccccc1)[C@@](N=C=O)(N=C=S)OCF.COC(=O)OC.COC(=O)OC.COC(=O)OC.COC(=O)OC.COC(=O)OC.COC(=O)OC.

---

(2)
Entry from the Open Molecules 2025 dataset: a cluster of 4 separate species, C49H73FNO8P in total in a non-equilibrium geometry (the ωB97M-V functional and the def2-TZVPD basis).

XYZ file:
```
133
Properties=species:S:1:pos:R:3
C -5.330 1.374 -1.388
C -6.356 0.540 -0.738
C -5.975 -1.003 -0.387
C -4.720 -1.360 -1.325
C -5.041 -1.940 -2.738
C -6.507 -2.190 -3.329
O -6.813 -1.015 -4.160
O -6.185 -1.119 -5.362
C -3.827 -2.294 -3.645
C -2.330 -2.055 -3.207
C -1.230 -2.463 -4.289
C -0.859 -3.951 -4.601
C 0.183 -4.344 -5.689
C 0.850 -3.184 -6.490
C 0.493 -1.711 -6.155
C -0.553 -1.286 -5.064
C -2.004 -1.450 -1.822
C -3.233 -1.120 -0.885
C -2.851 -0.485 0.533
O -3.639 0.338 1.069
C -1.446 -0.864 1.231
C -1.280 -0.921 2.794
C -2.481 -0.658 3.808
P -2.605 -1.975 5.198
O -4.071 -2.281 5.596
O -1.940 -3.450 4.607
O -1.801 -1.468 6.635
C 0.131 -1.251 3.353
F 0.440 -1.296 4.759
C 1.346 -1.546 2.408
C 1.147 -1.499 0.864
C 2.468 -1.786 -0.023
C 3.152 -0.316 -0.239
N 4.366 -0.362 -1.110
C 4.119 0.520 -2.326
C 3.269 -0.218 -3.477
C 5.555 0.234 -0.472
C 6.987 -0.374 -0.941
O 5.568 1.180 0.356
C -0.254 -1.171 0.245
C -0.491 -1.144 -1.349
O 0.435 -0.920 -2.170
H -5.361 1.399 -2.538
H -4.506 1.920 -0.818
H -7.382 0.998 -0.542
H -5.726 -1.142 0.737
H -6.870 -1.711 -0.574
H -6.576 -3.118 -4.005
H -7.334 -2.227 -2.546
H -5.914 -0.211 -5.650
H -4.051 -2.713 -4.678
H -1.353 -4.826 -4.035
H 0.463 -5.421 -5.957
H 1.605 -3.398 -7.327
H 0.993 -0.874 -6.741
H -0.820 -0.202 -4.830
H -2.363 0.349 4.365
H -3.517 -0.635 3.332
H -1.325 -3.835 5.281
H -1.908 -0.486 6.725
H 2.396 -1.761 2.826
H 3.224 -2.359 0.641
H 2.244 -2.319 -1.005
H 3.321 0.099 0.809
H 2.354 0.286 -0.826
H 5.171 0.727 -2.759
H 3.706 1.534 -2.000
H 2.269 0.360 -3.559
H 3.019 -1.300 -3.224
H 3.778 -0.096 -4.505
H 7.326 0.309 -1.810
H 7.789 -0.283 -0.137
H 6.860 -1.433 -1.361
C 11.139 -5.485 -4.306
C 11.302 -4.006 -4.628
C 10.992 -3.091 -3.444
C 9.553 -3.160 -2.922
C 8.468 -2.849 -3.955
C 8.550 -1.433 -4.507
H 10.108 -5.730 -4.040
H 11.408 -6.092 -5.175
H 11.789 -5.777 -3.476
H 10.676 -3.747 -5.488
H 12.337 -3.831 -4.940
H 11.227 -2.059 -3.726
H 11.669 -3.337 -2.618
H 9.456 -2.460 -2.084
H 9.364 -4.154 -2.504
H 7.490 -2.978 -3.477
H 8.505 -3.568 -4.779
H 8.472 -0.696 -3.703
H 7.732 -1.254 -5.210
H 9.488 -1.261 -5.041
C -5.538 3.392 10.256
C -5.333 1.929 10.627
C -3.932 1.412 10.297
C -3.560 1.433 8.811
C -4.498 0.647 7.892
C -4.535 -0.843 8.200
H -5.437 3.554 9.181
H -6.540 3.717 10.547
H -4.814 4.029 10.771
H -6.094 1.316 10.134
H -5.499 1.817 11.704
H -3.835 0.391 10.682
H -3.195 2.009 10.845
H -2.543 1.035 8.705
H -3.514 2.470 8.462
H -4.156 0.778 6.857
H -5.512 1.058 7.935
H -3.540 -1.284 8.120
H -5.189 -1.357 7.492
H -4.917 -1.036 9.206
C -2.821 8.250 -0.082
C -1.907 7.516 -1.055
C -2.616 7.074 -2.335
C -3.762 6.076 -2.139
C -3.380 4.775 -1.431
C -2.354 3.951 -2.197
H -3.636 7.612 0.267
H -2.255 8.573 0.796
H -3.254 9.138 -0.550
H -1.452 6.656 -0.553
H -1.083 8.183 -1.328
H -1.874 6.647 -3.018
H -3.015 7.960 -2.844
H -4.182 5.835 -3.122
H -4.571 6.556 -1.578
H -4.287 4.171 -1.308
H -3.009 4.981 -0.422
H -2.725 3.697 -3.195
H -2.147 3.018 -1.666
H -1.407 4.485 -2.307
```

The strongest force on any atom is 5.16 eV/Å. Its total energy is -3008.07735 a.u. For the frontier orbital gap, the calculation gives 5.6 eV. The HOMO energy is -7.23 eV. The SMILES is C=CCc1c(COO)cc(-c2ccccc2)c2c1C(=O)c1c(CP(=O)(O)O)c(F)cc(CCN(CC)C(C)=O)c1C2=O.CCCCCC.CCCCCC.CCCCCC.

---

(3)
Entry from the Open Molecules 2025 dataset: a structure of composition C49H77NP2S3SbSi3Sn (the ωB97M-V functional and the def2-TZVPD basis).

XYZ file:
```
137
Properties=species:S:1:pos:R:3
Sn -1.596 0.058 -1.886
C -0.984 -3.367 -1.247
Si 0.370 -2.040 -0.931
C 1.125 -2.814 0.689
C 2.135 -3.781 0.654
C 2.716 -4.277 1.810
C 2.328 -3.774 3.044
C 1.304 -2.841 3.106
C 0.664 -2.400 1.946
P -0.773 -1.231 1.961
C -1.580 -1.869 3.588
C -1.787 -0.991 4.825
C -2.954 -0.017 4.683
C -4.240 -0.776 4.365
C -4.060 -1.550 3.062
C -2.906 -2.536 3.171
C 0.290 0.319 2.084
C -0.469 1.576 1.660
C 0.535 2.660 1.252
C 1.710 2.770 2.248
C 1.384 2.074 3.568
C 1.130 0.576 3.350
C 1.835 -2.465 -2.107
C 1.721 -3.496 -3.042
C 2.814 -3.938 -3.769
C 4.060 -3.362 -3.563
C 4.186 -2.306 -2.673
C 3.082 -1.828 -1.968
P 3.156 -0.353 -0.858
C 4.783 -0.560 0.082
C 4.910 -1.987 0.613
C 6.081 -2.136 1.585
C 5.915 -1.182 2.765
C 5.849 0.256 2.255
C 4.688 0.409 1.273
C 3.554 0.979 -2.117
C 4.823 0.842 -2.972
C 5.279 2.194 -3.551
C 4.084 3.097 -3.839
C 3.365 3.464 -2.531
C 3.509 2.365 -1.466
H -0.613 -4.393 -1.162
H -1.432 -3.229 -2.235
H -1.781 -3.232 -0.509
H 2.480 -4.152 -0.305
H 3.495 -5.029 1.748
H 2.811 -4.108 3.956
H 1.008 -2.468 4.080
H -0.931 -2.690 3.880
H -0.877 -0.444 5.072
H -1.989 -1.661 5.673
H -2.745 0.682 3.866
H -3.066 0.561 5.606
H -5.080 -0.082 4.284
H -4.460 -1.475 5.181
H -3.849 -0.847 2.254
H -4.976 -2.080 2.798
H -2.763 -3.041 2.211
H -3.160 -3.309 3.910
H 0.968 0.097 1.246
H -1.116 1.929 2.470
H -1.107 1.354 0.801
H 0.015 3.617 1.163
H 0.912 2.413 0.256
H 1.953 3.820 2.434
H 2.605 2.306 1.824
H 0.496 2.539 4.006
H 2.201 2.204 4.283
H 0.633 0.176 4.234
H 2.085 0.052 3.257
H 0.756 -3.966 -3.192
H 2.700 -4.747 -4.484
H 4.933 -3.728 -4.093
H 5.164 -1.864 -2.518
H 5.662 -0.307 -0.522
H 5.016 -2.698 -0.207
H 3.987 -2.241 1.138
H 7.024 -1.916 1.071
H 6.137 -3.169 1.943
H 6.738 -1.300 3.477
H 4.981 -1.421 3.286
H 6.794 0.509 1.760
H 5.723 0.949 3.093
H 4.628 1.440 0.917
H 3.753 0.189 1.800
H 2.676 0.903 -2.769
H 4.628 0.149 -3.791
H 5.644 0.431 -2.376
H 5.854 2.019 -4.465
H 5.943 2.705 -2.845
H 3.395 2.578 -4.510
H 4.405 4.004 -4.358
H 2.305 3.624 -2.735
H 3.765 4.402 -2.133
H 2.661 2.422 -0.781
H 4.430 2.522 -0.891
C -3.813 3.467 -3.492
Si -4.550 1.756 -3.181
C -4.201 0.646 -4.669
C -6.457 1.948 -3.192
C -4.074 1.147 -1.468
C -4.576 -0.179 -1.166
C -5.568 -0.467 -0.201
C -5.963 -1.766 0.029
C -5.375 -2.805 -0.694
C -4.426 -2.452 -1.637
N -4.040 -1.204 -1.867
Si -4.059 2.422 -0.114
C -5.668 3.441 0.077
C -2.659 3.675 -0.338
C -3.799 1.607 1.588
H -3.924 3.750 -4.540
H -2.742 3.455 -3.275
H -4.283 4.238 -2.873
H -5.053 0.640 -5.355
H -3.999 -0.379 -4.359
H -3.322 1.000 -5.214
H -6.809 2.286 -4.171
H -6.798 2.666 -2.441
H -6.937 0.988 -2.976
H -6.036 0.350 0.333
H -6.738 -1.979 0.757
H -5.628 -3.843 -0.523
H -3.938 -3.210 -2.245
H -5.831 4.067 -0.804
H -5.636 4.098 0.951
H -6.539 2.788 0.181
H -2.961 4.509 -0.973
H -1.794 3.206 -0.813
H -2.328 4.085 0.620
H -4.742 1.298 2.046
H -3.290 2.273 2.288
H -3.176 0.717 1.468
S -0.933 2.607 -5.913
Sb 0.318 1.193 -4.604
S -1.086 -0.796 -4.158
S -0.026 1.992 -2.299
```

The strongest force on any atom is 0.75 eV/Å. The spin multiplicity is 2. Its total energy is -5168.62070 a.u. For the frontier orbital gap (alpha / beta), the calculation gives 4.8 / 5.4 eV. The HOMO energy (alpha / beta) is -0.83 / -1.45 eV. Its expectation value of S² is 0.77. Its total charge is -2.

---

- What is the total energy in the first record?
  -5281.70699 a.u.